(1)
Computed, not measured: a structure of composition C17H10CoF5N4O4S in a non-equilibrium geometry, with wB97M-V/def2-TZVPD.

Summary:
<S²> = 3.762
Multiplicity = 4
Molecular weight = 520.3 g mol⁻¹
HOMO energy (alpha / beta) = -0.1486 / -0.1777 hartree
Relative energy (zero: lowest compared OMol25 entry of this formula, charge and spin) = 13.0 kcal/mol
Net charge = -1
E_tot = -93992.389 eV

Cartesian coordinates (Å):
Co -0.585 0.377 0.681
O -3.257 -2.277 -0.306
C -2.533 -1.272 -0.286
O -1.957 -0.877 0.838
C -2.263 -0.320 -1.423
C -2.863 -0.286 -2.692
C -2.446 0.689 -3.587
C -1.310 1.450 -3.263
C -0.818 1.441 -1.946
N -1.386 0.592 -1.030
C 0.376 2.209 -1.260
O 1.052 3.036 -1.843
O 0.459 1.827 -0.004
H -3.542 -1.124 -2.954
H -2.922 0.859 -4.574
H -0.867 2.132 -4.001
C 3.268 -3.122 -2.973
C 2.061 -3.483 -2.086
C 1.888 -2.646 -0.883
N 0.750 -2.099 -0.528
N 0.891 -1.071 0.418
C 2.164 -0.789 0.713
N 2.563 0.303 1.378
S 3.245 -1.922 0.030
H 3.278 -3.818 -3.824
H 4.177 -3.299 -2.394
H 3.282 -2.109 -3.382
H 2.200 -4.556 -1.832
H 1.185 -3.449 -2.699
H 2.121 1.209 1.121
H 3.545 0.384 1.604
F -2.028 3.076 1.439
C -1.437 2.552 2.519
C -0.891 1.262 2.480
C -0.558 0.547 3.624
F -0.170 -0.732 3.577
C -0.713 1.237 4.845
F -0.532 0.572 5.950
C -1.024 2.576 4.871
F -1.224 3.121 6.133
C -1.339 3.289 3.721
F -1.837 4.513 3.829

---

(2)
Computed, not measured: a cluster of 4 separate species, C8H12FN in total in a non-equilibrium geometry, with wB97M-V/def2-TZVPD.

Summary:
Molecular weight = 141.2 g mol⁻¹
HOMO energy = -0.3207 hartree
Relative energy (zero: lowest compared OMol25 entry of this formula, charge and spin) = 132.8 kcal/mol
Net charge = 0
E_tot = -12691.816 eV

Cartesian coordinates (Å):
C -1.514 -3.114 0.804
C -1.847 -1.992 0.607
C -0.225 2.942 0.990
C 2.490 -0.145 -0.021
C -2.182 -0.644 0.342
C 1.052 -0.625 -0.039
C -0.006 -0.246 -0.923
C -1.346 -0.192 -0.728
N -1.137 2.267 1.146
F -2.085 0.127 -1.872
H -1.178 -4.091 1.195
H 0.587 3.561 0.681
H 1.043 2.692 -1.003
H 3.026 0.004 -0.926
H 3.191 -0.754 0.556
H 2.710 0.851 0.403
H -2.132 0.183 1.081
H -3.302 -0.749 -0.062
H 0.950 -1.663 -0.302
H 0.742 -0.399 1.014
H 0.903 1.805 -1.103
H 0.260 0.180 -1.843

---

(3)
Computed, not measured: a structure of composition C3H7NO2 in a non-equilibrium geometry, with wB97M-V/def2-TZVPD.

Summary:
Molecular weight = 89.1 g mol⁻¹
HOMO energy = -0.3075 hartree
Relative energy (zero: lowest compared OMol25 entry of this formula, charge and spin) = 96.7 kcal/mol
Net charge = 0
E_tot = -8806.338 eV

Cartesian coordinates (Å):
C -0.204 -0.764 0.883
C -1.251 0.317 0.692
C 1.628 -0.334 -0.675
N -1.272 1.166 -0.355
O -0.925 -1.365 -0.073
O 1.148 -0.257 0.656
H -0.220 -1.179 1.900
H -1.959 0.525 1.491
H -1.313 2.167 -0.206
H -0.991 0.769 -1.246
H 1.409 0.593 -1.224
H 2.714 -0.435 -0.630
H 1.235 -1.201 -1.214

---

(4)
Computed, not measured: the ion C7H12N2O4 with charge -2 in a non-equilibrium geometry, with wB97M-V/def2-TZVPD.

Summary:
Molecular weight = 188.2 g mol⁻¹
HOMO energy (alpha / beta) = 0.0671 / 0.0861 hartree
Relative energy (zero: lowest compared OMol25 entry of this formula, charge and spin) = 0.0 kcal/mol
Net charge = -2
E_tot = -18613.992 eV

Cartesian coordinates (Å):
C -0.554 -1.256 2.100
C 0.039 0.147 2.201
C -0.025 -1.948 0.847
C -0.284 0.969 0.953
C -0.380 -1.140 -0.392
C 0.196 0.272 -0.321
C -0.235 1.047 -1.572
N -0.192 0.551 -2.840
N 0.650 2.468 -1.607
O 1.913 2.389 -1.608
O 0.062 3.450 -2.162
O 1.135 -1.479 -2.727
O 0.777 -0.259 -3.352
H -0.312 -1.837 3.003
H -1.645 -1.185 2.038
H -0.349 0.649 3.100
H 1.125 0.068 2.310
H 1.061 -2.036 0.916
H -0.437 -2.962 0.774
H -1.370 1.111 0.894
H 0.176 1.957 1.027
H 0.069 -1.586 -1.308
H -1.470 -1.088 -0.503
H 1.289 0.213 -0.329
H -1.239 1.485 -1.442

---

(5)
Computed, not measured: the molecule C10H13N3O in a non-equilibrium geometry, with wB97M-V/def2-TZVPD.

Summary:
Molecular weight = 191.2 g mol⁻¹
HOMO energy = -0.3133 hartree
Relative energy (zero: lowest compared OMol25 entry of this formula, charge and spin) = 129.1 kcal/mol
Net charge = 0
E_tot = -17091.170 eV

Cartesian coordinates (Å):
C 3.188 -0.793 1.025
C 2.884 -0.882 -0.599
C 0.981 0.920 -0.645
C -0.670 2.073 -0.088
C -1.562 0.863 0.144
C -2.663 0.797 0.987
C -3.532 -0.418 1.039
C -3.508 -1.390 -0.066
C -2.235 -1.217 -0.855
C -1.380 -0.125 -0.820
H 1.801 0.122 1.938
H 3.750 -1.835 1.127
H 3.781 0.082 0.858
H 2.035 -1.569 -0.834
H 3.525 -1.294 -1.403
H 2.961 0.920 -0.041
H -0.496 2.300 -1.383
H -0.872 3.072 0.668
H -2.461 1.445 2.001
H -4.551 -0.347 1.674
H -4.151 -2.200 -0.312
H -1.935 -1.876 -1.812
H 0.186 -0.106 -2.525
N 2.362 0.447 -0.693
N 0.699 1.616 0.429
N -0.076 0.218 -1.488
O 1.940 -0.824 1.675

---

(6)
Computed, not measured: a cluster of 2 separate species, CH4N2O2 in total in a non-equilibrium geometry, with wB97M-V/def2-TZVPD.

Summary:
Molecular weight = 76.1 g mol⁻¹
HOMO energy (alpha / beta) = -0.2871 / -0.2871 hartree
Relative energy (zero: lowest compared OMol25 entry of this formula, charge and spin) = 126.8 kcal/mol
Net charge = 0
E_tot = -8171.185 eV

Cartesian coordinates (Å):
C 0.882 -0.446 -0.723
N 0.145 1.364 1.436
N -0.232 0.312 -0.348
O -1.302 -0.536 0.079
O -0.827 1.624 1.999
H 1.512 0.127 -1.335
H 0.534 -1.293 -1.263
H 1.443 -1.055 0.060
H -2.155 -0.097 0.097

---

(7)
Computed, not measured: a cluster of 14 separate species, C24H82N6O14 in total in a non-equilibrium geometry, with wB97M-V/def2-TZVPD.

Summary:
Molecular weight = 678.9 g mol⁻¹
HOMO energy = -0.3301 hartree
Relative energy (zero: lowest compared OMol25 entry of this formula, charge and spin) = 36.4 kcal/mol
Net charge = 0
E_tot = -63820.620 eV

Cartesian coordinates (Å):
O -1.152 2.992 -4.184
H -0.206 2.803 -4.118
H -1.275 3.794 -3.659
O -0.680 5.202 0.115
H -0.271 4.873 0.926
H -1.468 5.673 0.414
O 5.312 2.120 -2.330
H 6.173 1.959 -2.730
H 4.723 1.427 -2.702
O 3.302 -2.595 -0.452
H 2.431 -2.275 -0.824
H 3.067 -3.055 0.363
O 1.810 3.838 -3.479
H 2.706 3.892 -3.114
H 1.266 3.644 -2.708
O 3.353 0.539 -3.637
H 3.713 -0.133 -4.231
H 2.453 0.695 -3.950
O -1.242 -2.378 -2.934
H -1.483 -2.771 -2.081
H -2.076 -2.323 -3.420
O 1.103 -1.500 -1.623
H 0.389 -1.908 -2.157
H 0.685 -0.697 -1.197
C -7.229 -2.225 -0.755
C -5.743 -1.986 -1.057
C -5.356 -0.571 -0.720
O -5.841 -0.279 0.570
C -5.442 0.977 1.047
N -4.898 -2.998 -0.349
H -7.576 -3.159 -1.223
H -7.880 -1.549 -1.334
H -7.491 -2.233 0.297
H -5.605 -2.197 -2.122
H -5.795 0.094 -1.472
H -4.264 -0.462 -0.670
H -6.069 1.265 1.883
H -5.551 1.757 0.276
H -4.370 0.948 1.284
H -4.944 -2.791 0.651
H -5.402 -3.876 -0.441
C 6.859 2.445 5.510
C 5.827 3.279 4.721
C 6.292 3.554 3.316
O 6.279 2.307 2.635
C 6.442 2.492 1.257
N 4.499 2.593 4.795
H 7.299 1.738 4.801
H 6.434 1.900 6.347
H 7.643 3.063 5.959
H 5.709 4.239 5.239
H 7.321 3.926 3.314
H 5.603 4.194 2.753
H 6.530 1.569 0.689
H 7.323 3.110 1.061
H 5.528 2.964 0.877
H 3.794 3.290 4.540
H 4.486 1.910 4.029
C -5.753 0.451 -4.624
C -4.452 0.223 -5.355
C -4.192 1.167 -6.531
O -3.059 0.827 -7.291
C -3.363 -0.184 -8.217
N -3.294 0.125 -4.476
H -6.607 0.331 -5.294
H -5.862 1.467 -4.231
H -5.836 -0.282 -3.824
H -4.562 -0.771 -5.816
H -4.026 2.161 -6.091
H -5.047 1.342 -7.200
H -4.152 0.091 -8.930
H -3.740 -1.107 -7.752
H -2.445 -0.439 -8.742
H -3.175 0.962 -3.889
H -2.420 0.244 -5.000
C 2.397 -6.304 1.345
C 2.087 -6.073 2.814
C 1.448 -4.702 3.045
O 2.375 -3.714 2.638
C 1.988 -2.455 3.118
N 1.298 -7.150 3.408
H 1.514 -6.327 0.693
H 2.936 -7.245 1.212
H 3.009 -5.528 0.878
H 3.026 -6.076 3.378
H 1.300 -4.643 4.129
H 0.547 -4.635 2.420
H 2.818 -1.776 2.928
H 1.690 -2.483 4.164
H 1.192 -2.057 2.477
H 1.845 -7.696 4.046
H 0.781 -7.730 2.771
C -2.350 -1.412 2.337
C -1.358 -0.688 3.236
C -1.798 0.735 3.486
O -0.906 1.480 4.281
C 0.282 1.800 3.651
N -1.382 -1.444 4.525
H -3.344 -1.415 2.783
H -2.081 -2.472 2.271
H -2.373 -1.079 1.298
H -0.343 -0.684 2.827
H -2.775 0.746 3.973
H -1.939 1.275 2.535
H 0.126 2.224 2.648
H 0.903 0.906 3.465
H 0.950 2.435 4.228
H -0.754 -0.926 5.156
H -0.838 -2.299 4.379
C 2.834 1.057 0.783
C 2.351 1.809 -0.494
C 0.850 2.029 -0.432
O 0.217 0.759 -0.457
C -1.170 0.823 -0.606
N 3.032 3.105 -0.590
H 3.600 0.349 0.464
H 2.009 0.521 1.264
H 3.262 1.696 1.558
H 2.613 1.227 -1.371
H 0.576 2.619 -1.317
H 0.449 2.537 0.453
H -1.611 1.243 0.317
H -1.636 -0.163 -0.649
H -1.569 1.409 -1.440
H 2.894 3.720 0.187
H 3.965 2.967 -0.946

---

Which of these has the lowest net charge? C7H12N2O4